[1]
Density functional theory data (ωB97M-V/def2-TZVPD) for 18 unconnected molecules or ions with the total composition C70H100N8O26 in a non-equilibrium geometry.

Results
E_HOMO = -7.82 eV
Kohn-Sham gap = 0.274 Eh

Structure (XYZ):
```
204
Properties=species:S:1:pos:R:3:forces:R:3
N 0.092980 1.739493 6.341811 -0.150 -0.975 0.699
C 1.285450 1.949283 5.750711 0.415 -0.229 -0.931
C 1.753810 3.157433 6.169001 0.543 0.792 -0.230
C 0.827110 3.698723 7.096091 -0.151 -0.571 -0.328
C -0.151120 2.734213 7.226271 -0.846 1.277 0.270
H -0.471360 0.919273 6.171901 0.062 0.193 0.208
H 1.686300 1.228693 5.053231 0.009 0.065 0.014
H 2.632260 3.651493 5.780881 0.059 -0.116 0.231
H 0.816970 4.706443 7.484421 0.101 -0.262 0.350
H -1.043000 2.785673 7.833151 -0.019 -0.222 -0.157
N 4.612850 -5.864867 3.700441 0.354 0.789 -1.831
C 4.296190 -5.558527 2.367841 -0.119 -0.509 1.123
C 4.269670 -4.190507 2.280541 -0.633 0.143 -1.674
C 4.615220 -3.596787 3.487251 0.447 -1.567 2.254
C 4.903300 -4.683887 4.321471 -1.000 0.190 0.875
H 4.787240 -6.773877 4.104661 0.014 0.242 -0.318
H 4.128500 -6.317777 1.618291 0.101 0.114 0.214
H 3.987260 -3.650877 1.388661 0.039 -0.099 -0.114
H 4.493320 -2.592607 3.865631 0.353 0.042 -0.448
H 5.048390 -4.800577 5.385291 0.309 0.680 0.048
N -3.349860 1.047833 4.836751 -1.632 -0.252 0.346
C -2.439640 1.937143 4.371541 -0.373 0.001 -0.581
C -1.604650 1.189903 3.559031 1.911 2.975 0.275
C -1.902730 -0.124057 3.668291 -2.236 -2.825 -0.097
C -3.117710 -0.196967 4.361711 1.102 -0.435 -0.107
H -4.228820 1.240183 5.295591 0.371 0.405 0.102
H -2.549870 2.977043 4.641481 0.345 -0.056 -0.251
H -0.769340 1.575293 2.993221 0.052 0.054 0.193
H -1.412430 -0.979167 3.226941 -0.005 0.196 -0.167
H -3.855320 -0.975967 4.486141 0.343 -0.134 0.262
N 0.587420 0.623383 -3.782279 0.678 0.262 -2.108
C 0.283010 0.037433 -5.003499 -1.273 -1.406 1.661
C 1.232750 0.325173 -5.923949 -0.071 -0.329 -0.771
C 2.105890 1.187793 -5.295569 2.085 1.472 0.432
C 1.722460 1.365463 -3.999589 -0.871 0.326 1.007
H 0.084230 0.535663 -2.910959 -0.153 -0.125 -0.209
H -0.538400 -0.663227 -5.030909 -0.061 0.068 -0.174
H 1.394630 -0.033637 -6.929659 -0.522 -0.088 0.074
H 2.974990 1.663483 -5.725439 -0.031 0.057 -0.082
H 2.020340 2.049963 -3.219129 0.481 -0.077 -0.174
N 4.010610 -0.585277 -2.788389 0.237 0.145 0.274
C 4.891890 -1.618397 -2.657989 -0.566 0.095 0.189
C 4.485260 -2.324177 -1.528409 2.158 -0.299 -1.332
C 3.366640 -1.685157 -0.946459 0.849 -1.730 0.074
C 3.153080 -0.634887 -1.754329 -2.226 2.064 -0.205
H 3.922810 0.147433 -3.477969 0.249 -0.243 -0.213
H 5.686760 -1.714687 -3.382769 0.040 -0.333 0.276
H 5.145530 -3.122257 -1.222589 -0.554 -0.330 0.517
H 2.799830 -2.135017 -0.144739 -0.061 0.596 0.191
H 2.407740 0.145493 -1.711149 -0.189 -0.158 0.184
N -1.806280 -4.498967 -1.844779 0.343 0.319 0.257
C -1.253150 -5.196717 -2.861939 0.646 0.330 -1.134
C -0.135160 -4.477427 -3.319639 -0.701 -0.664 -0.456
C -0.026080 -3.289217 -2.556009 -0.994 -0.924 1.302
C -1.047300 -3.383957 -1.620479 0.205 1.195 0.350
H -2.728850 -4.716937 -1.496299 0.396 0.194 0.314
H -1.831960 -6.026477 -3.239939 0.515 -0.136 -0.248
H 0.473510 -4.726287 -4.176369 -0.042 -0.195 0.062
H 0.706540 -2.496017 -2.533479 0.077 -0.149 -0.292
H -1.194000 -2.732517 -0.771659 -0.374 -0.089 -0.114
N -3.723970 4.216783 -0.324419 1.488 -0.608 -0.561
C -2.716560 4.713363 0.470671 -1.280 0.606 0.478
C -3.299350 5.707683 1.284181 0.325 -1.335 -1.480
C -4.676380 5.782413 0.860911 0.630 0.844 0.935
C -4.863670 4.882893 -0.147919 -1.020 0.114 0.675
H -3.640330 3.490463 -1.021229 0.207 0.065 -0.168
H -1.707000 4.356103 0.330851 -0.011 0.077 0.299
H -2.719410 6.267153 2.003241 -0.387 0.221 0.014
H -5.435390 6.435023 1.266361 0.076 0.021 -0.037
H -5.777510 4.577713 -0.635949 0.189 0.198 -0.202
N -2.866950 -2.739447 -4.427309 -0.205 -0.018 -0.627
C -4.142260 -2.433277 -4.014059 0.702 0.286 -1.435
C -4.786490 -1.951087 -5.162949 -1.677 -0.113 2.631
C -3.961420 -1.972917 -6.257259 2.624 -0.915 0.070
C -2.733170 -2.509007 -5.768199 -1.083 1.049 -0.276
H -2.094730 -3.092967 -3.880669 -0.112 0.052 0.212
H -4.441150 -2.519527 -2.979829 -0.007 -0.003 -0.193
H -5.806030 -1.606497 -5.072379 -0.093 0.034 -0.441
H -4.165640 -1.627037 -7.259789 0.052 -0.135 0.115
H -1.760060 -2.586707 -6.230199 -0.156 -0.207 -0.078
C -5.305920 1.253483 1.483751 -1.139 -0.052 1.015
C -6.422680 1.914153 2.372451 2.240 0.042 -1.677
C -6.884730 3.292523 1.899051 2.126 -1.256 0.190
O -8.206290 3.220493 2.237651 -2.098 2.689 0.178
C -8.653500 1.993673 2.362771 -3.925 -0.005 0.153
O -9.851080 1.743723 2.469461 2.940 -0.119 -0.153
O -7.632450 1.172223 2.327141 0.813 -2.087 0.397
H -5.661100 0.921053 0.508331 -0.252 0.327 -0.065
H -4.992930 0.356323 2.017821 0.367 -0.044 -0.037
H -4.453110 1.919073 1.350271 -0.074 0.080 0.169
H -5.996370 1.997433 3.372161 -0.475 -0.318 0.343
H -6.723260 3.364963 0.823511 -0.239 0.372 0.051
H -6.340500 4.050603 2.462281 -0.317 0.293 -0.380
C 4.716190 0.397573 1.550271 1.057 -1.070 0.547
C 5.778270 -0.716847 1.285891 0.371 1.120 -0.085
C 6.945950 -0.315957 0.387821 -2.348 0.259 -2.285
O 8.087110 -0.797997 0.963471 1.094 -0.331 0.746
C 7.843470 -1.061037 2.258621 0.217 -0.841 1.298
O 8.715120 -1.357237 3.039801 -1.795 0.538 -0.836
O 6.469600 -0.994827 2.498821 1.888 0.065 0.943
H 4.098630 -0.026677 2.341941 -0.577 0.266 -0.223
H 4.158900 0.792733 0.700941 -0.041 -0.633 -0.054
H 5.244650 1.242903 1.991011 0.181 0.029 0.055
H 5.441230 -1.687427 0.921891 -0.750 0.275 0.107
H 7.030170 0.741103 0.135551 -0.006 0.221 0.389
H 6.695970 -0.843287 -0.532799 0.679 0.114 -0.438
C 0.446150 -5.378617 1.254101 -0.944 0.926 0.614
C 0.085030 -4.353937 2.363811 0.518 -2.875 0.456
C 0.712690 -4.814747 3.693051 -1.554 -1.768 0.190
O 1.317350 -3.706297 4.190821 1.428 1.519 1.772
C 1.300390 -2.723897 3.317531 2.446 2.428 1.758
O 1.799740 -1.631557 3.563021 -1.287 -1.640 -1.118
O 0.767600 -3.153377 2.210551 -0.678 1.846 -2.748
H -0.181260 -6.260707 1.382101 -0.222 0.020 0.029
H 1.471810 -5.736947 1.341891 0.136 0.516 -0.335
H 0.159490 -4.889407 0.323191 0.488 -0.357 -0.383
H -0.995970 -4.224797 2.417441 0.083 0.407 -0.084
H 1.429670 -5.611827 3.496291 0.122 -0.035 0.290
H 0.026550 -5.053307 4.505701 -0.393 -0.883 -0.498
C 3.027470 -7.842757 -2.889959 -0.771 0.478 -0.377
C 3.664540 -6.442687 -2.763099 -2.485 -1.565 -0.638
C 3.059820 -5.540477 -1.751479 -3.431 1.163 -1.296
O 3.965810 -5.393737 -0.728539 0.091 0.752 1.730
C 5.054230 -6.092917 -1.012289 3.063 -1.210 2.601
O 6.031580 -6.292667 -0.267839 -3.190 0.975 -2.576
O 4.865030 -6.655517 -2.190379 4.677 -1.091 -0.872
H 2.026430 -7.769237 -3.314939 -0.170 0.174 -0.022
H 2.908680 -8.320157 -1.917299 0.257 0.039 0.074
H 3.571480 -8.498047 -3.570219 0.311 0.140 0.180
H 3.611890 -5.935127 -3.726279 0.988 -0.168 -0.222
H 2.077890 -5.917447 -1.465469 0.099 -0.198 0.852
H 2.793610 -4.602287 -2.238329 0.459 0.499 0.426
C 0.910630 6.074573 -3.587909 -0.258 -0.625 0.305
C 0.045340 5.273123 -2.531899 0.783 2.132 0.051
C -0.732970 4.109863 -3.061149 -0.163 0.743 -0.824
O -0.435840 3.019753 -2.197829 -0.279 -0.665 0.724
C 0.516130 3.347663 -1.340409 4.695 -0.596 0.459
O 1.234350 2.549793 -0.659159 -3.526 3.027 -2.127
O 0.894770 4.682023 -1.565229 0.128 -2.292 1.342
H 0.308410 6.577423 -4.344589 -0.400 -0.048 0.212
H 1.591770 5.443233 -4.158489 -0.134 -0.588 0.122
H 1.574510 6.835153 -3.176949 -0.386 0.008 0.592
H -0.612550 5.951443 -1.988629 0.098 0.289 -0.026
H -0.288370 3.995443 -4.049759 -0.672 -1.127 -0.255
H -1.805970 4.297523 -3.021669 0.139 -0.317 -0.451
C 2.326420 4.058393 2.792891 -0.484 -0.400 0.563
C 0.789550 4.284343 2.745841 1.651 -1.299 0.193
C 0.210410 5.241253 3.704871 -1.139 1.601 2.171
O 0.040180 6.460433 2.962331 0.417 1.086 1.519
C 0.309260 6.254043 1.703431 -0.006 0.912 -1.527
O 0.312570 7.101513 0.840251 -0.026 -1.243 0.738
O 0.539570 4.947323 1.546481 -0.115 -0.514 -2.924
H 2.599890 3.419383 1.953261 0.022 0.529 -0.427
H 2.688480 3.475983 3.640121 -0.495 0.138 0.294
H 2.848240 5.014453 2.834871 0.069 0.002 -0.407
H 0.298130 3.311703 2.770001 -0.145 0.169 -0.197
H 0.812660 5.433173 4.592881 0.234 0.055 -0.204
H -0.804470 5.113143 4.081311 0.019 -1.070 -0.055
C -6.928790 -2.747037 1.960931 0.163 0.822 0.332
C -5.930320 -3.140727 0.939391 -0.950 -0.525 -0.887
C -5.599710 -2.147877 -0.178239 -2.781 0.029 -0.001
O -4.278220 -1.862017 -0.055009 3.913 -0.732 1.281
C -3.718340 -2.626837 0.988571 2.382 1.208 1.148
O -2.554160 -2.597397 1.432411 -3.740 0.163 -2.345
O -4.686420 -3.318467 1.571231 0.883 -0.860 0.147
H -7.920880 -2.785257 1.511051 -0.065 0.254 0.316
H -6.632810 -1.746687 2.276841 -0.608 0.244 0.252
H -6.854100 -3.401327 2.829511 -0.205 -0.116 -0.140
H -6.335820 -4.040397 0.476501 0.798 -0.579 0.067
H -6.165360 -1.224397 -0.054449 -0.158 0.082 -0.035
H -5.862220 -2.574307 -1.146409 0.289 0.058 -0.165
C 4.566990 2.785153 -1.191579 0.292 -0.655 0.685
C 4.334050 3.981193 -2.069269 0.681 -0.692 -0.797
C 5.546090 4.882753 -2.189059 -0.496 1.234 1.872
O 5.651580 5.175293 -3.551439 2.500 1.646 0.258
C 5.056070 4.284713 -4.268809 -3.685 -0.227 -2.237
O 4.981500 4.256583 -5.482749 0.824 -0.549 2.077
O 4.180110 3.622423 -3.442929 -0.080 -1.518 -1.135
H 3.943300 1.910573 -1.376609 -0.631 0.511 0.075
H 4.494150 3.108233 -0.153119 -0.424 -0.108 0.125
H 5.558430 2.333973 -1.231369 0.436 0.456 -0.553
H 3.442580 4.542213 -1.788819 -0.038 -0.140 0.125
H 6.484500 4.517133 -1.772149 -0.055 -0.322 -0.230
H 5.261760 5.781293 -1.641449 0.588 0.386 -0.214
C 0.124030 -0.484677 0.306321 0.008 0.028 0.874
C -1.052350 0.010593 -0.503839 0.426 0.356 -0.136
O -1.034300 -0.177787 -1.702509 -0.788 0.044 -0.194
C -2.184810 0.815513 0.177811 0.446 -1.243 -0.386
H 0.854790 -1.137847 -0.170619 -0.576 0.010 -0.753
H -0.178580 -1.031427 1.199401 -0.185 0.308 0.180
H 0.727430 0.374553 0.599121 -0.191 0.293 0.298
H -1.837560 1.813033 0.447001 0.094 -0.135 0.328
H -2.502280 0.211663 1.027911 0.180 0.443 0.442
H -3.077530 0.910053 -0.440419 0.362 0.010 -0.426
C -5.037850 0.714393 -2.573659 0.465 0.537 -0.126
C -3.871500 1.564693 -3.120969 -0.583 0.369 -0.703
O -3.730430 2.705863 -2.712669 0.133 -0.569 0.037
C -3.022310 0.977163 -4.228519 -0.012 0.629 0.823
H -5.783310 1.418083 -2.203229 -0.017 -0.093 0.103
H -4.664640 0.108523 -1.747989 0.069 -0.069 0.076
H -5.490220 0.037483 -3.298409 0.254 0.125 -0.124
H -2.680390 0.038943 -3.791559 -0.041 -0.443 -0.762
H -2.160780 1.586613 -4.501339 -0.003 0.164 0.468
H -3.619820 0.930583 -5.138959 -0.179 -0.755 0.141
```
Positions in Å, forces in eV/Å.

[2]
Density functional theory data (ωB97M-V/def2-TZVPD) for a molecular structure, C4H6O3Zn in a non-equilibrium geometry.

Results
E_HOMO (alpha / beta) = -15.19 / -15.19 eV
Charge = +1
Multiplicity = 2
Kohn-Sham gap (alpha / beta) = 0.351 / 0.253 Eh

Structure (XYZ):
```
14
Properties=species:S:1:pos:R:3:forces:R:3
H -1.216281 0.114243 0.976210 -0.273 1.047 -3.029
C -0.826049 -1.477208 1.176955 -0.669 -3.670 -0.427
H -0.516434 -2.520422 1.018803 1.148 0.148 0.098
H -0.989324 -1.279525 2.247560 -0.047 0.275 -0.235
C -1.322854 -0.763540 0.166506 -0.735 1.914 3.614
O -4.960282 -1.225227 -1.206630 -0.049 0.483 -0.438
C -5.226165 -2.240192 -0.494891 -2.537 -0.941 -0.423
O -4.341389 -2.718758 0.273728 0.126 -1.089 0.930
Zn -3.233236 -1.368510 -0.421083 2.362 1.438 -0.151
O -6.420510 -2.769665 -0.597611 0.691 0.736 -0.220
C -6.715591 -3.928858 0.187569 -0.125 -0.615 0.441
H -6.041276 -4.749873 -0.081139 -0.167 0.215 0.072
H -6.621503 -3.698036 1.254671 -0.026 -0.064 -0.275
H -7.748081 -4.194843 -0.053330 0.302 0.123 0.043
```
Positions in Å, forces in eV/Å.